# 1
8 unconnected molecules or ions with the total composition C24H66O26P2S6 in a non-equilibrium geometry. Source: the Open Molecules 2025 dataset; level of theory: wB97M-V/def2-TZVPD.

As for the spin multiplicity: 1. The calculation puts the lowest unoccupied orbital energy at 0.175 eV. Its orbital gap is 10.651 eV. The SMILES is CCOS(C)(=O)=O.CCOS(C)(=O)=O.CCOS(C)(=O)=O.CCOS(C)(=O)=O.CCOS(C)(=O)=O.CCOS(C)(=O)=O.COP(=O)(OC)OC.COP(=O)(OC)OC. For the total energy, the calculation gives -5981.91995 Eh.

CARTESIAN COORDINATES (ANGSTROEM)
C: -2.64519 -9.68607 0.74162
C: -1.51959 -8.67684 0.89103
O: -1.98943 -7.39210 1.04867
S: -1.40766 -5.96448 0.39862
C: 0.37628 -5.89827 1.09870
O: -1.23570 -6.10273 -1.05363
O: -2.18199 -4.85320 1.01134
H: -3.45965 -9.38670 1.40125
H: -2.39075 -10.73945 0.85891
H: -2.97869 -9.44583 -0.26792
H: -1.19518 -8.99614 1.88144
H: -0.74364 -8.78991 0.13392
H: 0.91045 -6.77138 0.72393
H: 0.36225 -6.07678 2.17389
H: 0.82963 -4.97547 0.73675
C: -0.83984 0.55667 2.11681
C: -0.37842 0.10625 0.68764
O: 0.80805 0.77690 0.14441
S: 1.42099 0.50374 -1.36932
C: 0.66074 1.97362 -2.21715
O: 2.89966 0.67137 -1.32023
O: 0.82297 -0.73690 -1.98483
H: -1.70150 0.00007 2.48535
H: -1.17418 1.59361 2.08387
H: -0.03464 0.41563 2.83783
H: 0.07237 -0.88466 0.74222
H: -1.10146 0.03475 -0.12490
H: 1.43593 2.72698 -2.07698
H: -0.27372 2.29676 -1.75840
H: 0.54597 1.82436 -3.29076
C: 3.41634 0.15184 7.83659
C: 3.50297 -0.68184 6.61600
O: 4.16822 0.06737 5.54623
S: 4.62773 -0.80472 4.24380
C: 4.87739 0.58082 3.03459
O: 5.95041 -1.33040 4.47068
O: 3.53200 -1.57984 3.66121
H: 2.49553 0.00601 8.40134
H: 3.32219 1.17735 7.47942
H: 4.26557 -0.00394 8.50189
H: 4.13015 -1.52515 6.90509
H: 2.50542 -1.06025 6.39281
H: 5.29696 0.07825 2.16311
H: 5.56400 1.20174 3.61005
H: 3.88120 0.98182 2.84778
C: -2.12984 -1.34845 -5.87970
C: -2.77235 0.08929 -5.55891
O: -2.36715 0.85162 -6.66240
S: -2.60780 2.51253 -6.73275
C: -0.92654 3.14879 -7.42972
O: -3.64700 2.78805 -7.74928
O: -2.59258 2.99203 -5.35690
H: -2.72122 -1.83853 -6.65313
H: -2.04130 -2.11069 -5.10558
H: -1.09547 -1.12271 -6.13897
H: -3.84911 0.02359 -5.40284
H: -2.26345 0.48258 -4.67888
H: -0.75795 2.92741 -8.48361
H: -0.12891 2.68753 -6.84739
H: -0.94041 4.19524 -7.12501
C: 5.03741 -4.18396 -3.76490
C: 3.75435 -4.92030 -4.25450
O: 4.09347 -6.18461 -4.13149
S: 4.65571 -6.98000 -5.52332
C: 5.83271 -8.18646 -4.63968
O: 3.55033 -7.77751 -6.05623
O: 5.42591 -6.03990 -6.35458
H: 4.94246 -3.11202 -3.59165
H: 5.90860 -4.26080 -4.41546
H: 5.29101 -4.67179 -2.82372
H: 2.86870 -4.82299 -3.62659
H: 3.54146 -4.57142 -5.26497
H: 6.10337 -8.94685 -5.37224
H: 5.17418 -8.57023 -3.86047
H: 6.74234 -7.86059 -4.13521
C: 3.77926 9.65903 -7.56259
C: 2.91792 8.41956 -7.79842
O: 2.62861 7.73909 -6.59294
S: 1.40028 8.28199 -5.70286
C: 2.41396 9.22611 -4.49391
O: 0.46927 9.12271 -6.39904
O: 0.98390 7.06240 -5.02366
H: 3.40349 10.44730 -6.91027
H: 3.86352 10.32658 -8.42012
H: 4.83155 9.44959 -7.37045
H: 2.06456 8.72441 -8.40418
H: 3.52775 7.82545 -8.47905
H: 1.77853 9.30427 -3.61175
H: 2.58869 10.18066 -4.99030
H: 3.28618 8.65528 -4.17534
C: 0.93374 9.64355 4.64313
O: 0.99522 8.53050 5.53402
P: 0.64323 6.95446 5.12746
O: 1.66736 6.02519 5.65281
O: 0.57099 6.82710 3.49636
C: 0.73161 5.54684 2.87335
O: -0.92298 6.74312 5.75132
C: -2.00968 7.66888 5.56182
H: 1.96884 9.88863 4.40522
H: 0.49048 10.49377 5.16152
H: 0.32904 9.30668 3.80114
H: -0.27126 5.25445 2.56215
H: 1.14778 4.74592 3.48443
H: 1.14684 5.47799 1.86789
H: -1.78226 8.58598 5.01839
H: -2.34478 8.00330 6.54363
H: -2.85231 7.11705 5.14518
C: -5.95732 -2.99199 4.04426
O: -6.14639 -4.14442 4.98815
P: -7.63653 -4.78338 5.10046
O: -8.36156 -4.99888 3.79495
O: -7.50606 -6.16122 6.05453
C: -7.02986 -7.38182 5.63341
O: -8.33343 -3.66620 6.11053
C: -9.37378 -4.03453 7.06109
H: -5.88719 -2.02846 4.54900
H: -6.81716 -2.85741 3.38800
H: -5.13579 -3.03043 3.32891
H: -7.75965 -8.17096 5.81441
H: -6.11023 -7.60169 6.17565
H: -6.69859 -7.28475 4.59952
H: -9.90124 -4.89267 6.64457
H: -10.17779 -3.30764 7.17633
H: -9.05784 -4.45308 8.01665

Here are the Mulliken charges for atoms 1 to 5, given in e: -1.26, -0.07, -0.30, 1.07, -0.89

# 2
9 unconnected molecules or ions with the total composition C24H66O9 in a non-equilibrium geometry. Source: the Open Molecules 2025 dataset; level of theory: wB97M-V/def2-TZVPD.

As for the spin multiplicity: 2. Its expectation value of S² is 0.750. The calculation puts the lowest unoccupied orbital energy (alpha / beta) at 1.956 / 1.928 eV. As for the total charge: -1. Its orbital gap (alpha / beta) is 1.760 / 9.204 eV. The energy above the lowest of the compared OMol25 structures with the same formula, charge and spin comes out at 87.2 kJ/mol. For the total energy, the calculation gives -1631.02578 Eh.

CARTESIAN COORDINATES (ANGSTROEM)
O: 9.15374 -4.47796 -21.56657
H: 8.21504 -4.33135 -21.45003
H: 9.37341 -4.00182 -22.36737
C: 16.77257 -10.70638 -22.06422
C: 16.08033 -9.72426 -21.18957
C: 15.52473 -8.48040 -21.85042
O: 14.96630 -10.41004 -20.68132
H: 17.71453 -10.19164 -22.25360
H: 16.24483 -10.91811 -22.99414
H: 17.04579 -11.60947 -21.51844
H: 16.76711 -9.32002 -20.44591
H: 14.66560 -8.78503 -22.44809
H: 16.14980 -7.91099 -22.53828
H: 15.25398 -7.68586 -21.15507
H: 14.28988 -10.28477 -21.35092
C: 18.06319 -3.10621 -23.38454
C: 17.45827 -4.43683 -23.05999
C: 16.41737 -4.31929 -21.99362
O: 16.73701 -4.83519 -24.20146
H: 17.34849 -2.33765 -23.67887
H: 18.76817 -3.02890 -24.21226
H: 18.52127 -2.64528 -22.50943
H: 18.29607 -5.10861 -22.87314
H: 15.83780 -5.22396 -21.80985
H: 15.72523 -3.53545 -22.30121
H: 16.83137 -3.82032 -21.11742
H: 17.33857 -5.22597 -24.83944
C: 8.25696 -9.59700 -18.73770
C: 7.85679 -11.04997 -18.38224
C: 6.45015 -11.48963 -18.83622
O: 8.71702 -12.08895 -18.84385
H: 7.62880 -8.94916 -18.12630
H: 8.04397 -9.43046 -19.79364
H: 9.32377 -9.39535 -18.64098
H: 7.89182 -11.13934 -17.29647
H: 5.71659 -10.74551 -18.52595
H: 6.14621 -12.43757 -18.39223
H: 6.36514 -11.53139 -19.92210
H: 8.43546 -12.92098 -18.45650
C: 8.73627 -6.55344 -17.09861
C: 8.31738 -6.70461 -15.62219
C: 7.99852 -8.12780 -15.25409
O: 9.41573 -6.39323 -14.88316
H: 8.94149 -5.51840 -17.37188
H: 7.81529 -6.70690 -17.66106
H: 9.59475 -7.14816 -17.41074
H: 7.51014 -6.05530 -15.28330
H: 8.82099 -8.81293 -15.45962
H: 7.08198 -8.46381 -15.73901
H: 7.75617 -8.17602 -14.19246
H: 10.00637 -5.82638 -15.38459
C: 11.63594 -1.72826 -18.66377
C: 12.99473 -2.56764 -18.72422
C: 14.10194 -1.81978 -17.91936
O: 12.73340 -3.79736 -18.06329
H: 11.57927 -1.29434 -17.66547
H: 10.72676 -2.30273 -18.84120
H: 11.46862 -0.83153 -19.26042
H: 13.39584 -2.73152 -19.72441
H: 14.02503 -0.73302 -17.95295
H: 15.09399 -2.23575 -18.09513
H: 14.07638 -1.96909 -16.83993
H: 12.24954 -4.34005 -18.69014
C: 10.89589 -10.15260 -24.21481
C: 9.41978 -9.71822 -24.15393
C: 9.25296 -8.27593 -23.55446
O: 9.03942 -9.63593 -25.51587
H: 11.48780 -9.85645 -23.34877
H: 11.43691 -9.68652 -25.03832
H: 10.87242 -11.23599 -24.33233
H: 8.76257 -10.40399 -23.61926
H: 8.22398 -7.92110 -23.61279
H: 9.73355 -7.50666 -24.15892
H: 9.57848 -8.18325 -22.51835
H: 9.66678 -9.13862 -26.04569
C: 13.54042 -6.85925 -25.34964
C: 13.73681 -8.05775 -26.27534
C: 14.37851 -7.68047 -27.54788
O: 14.52398 -8.92798 -25.53993
H: 12.85057 -7.07614 -24.53406
H: 13.27456 -5.97212 -25.92447
H: 14.55655 -6.76880 -24.96569
H: 12.76719 -8.47404 -26.54852
H: 14.93037 -6.74251 -27.48627
H: 13.60653 -7.53721 -28.30394
H: 15.07661 -8.42348 -27.93350
H: 15.37919 -8.51685 -25.39438
C: 12.73155 -5.86526 -21.45830
C: 11.67826 -6.25108 -20.38966
C: 12.20830 -7.18447 -19.30380
O: 11.14046 -5.04282 -19.87634
H: 13.25357 -6.71578 -21.89672
H: 13.57259 -5.38135 -20.96174
H: 12.28460 -5.34105 -22.30301
H: 10.81714 -6.74182 -20.84325
H: 12.66625 -8.02054 -19.83236
H: 11.41619 -7.54592 -18.64804
H: 12.94497 -6.61009 -18.74211
H: 10.36012 -4.89263 -20.41498

Here are the Mulliken charges for atoms 1 to 5, given in e: 1.71, -0.57, -0.31, -1.27, 0.52